No. 1
Below is a molecular structure, C25H20AsBN9S4Tc at a distorted geometry, with properties calculated with the ωB97M-V functional and the def2-TZVPD basis.

As for the charge: +2. The gap between HOMO and LUMO (alpha / beta) is 4.1 / 4.1 eV. As for the LUMO energy (alpha / beta): -9.541 / -9.541 eV. For the HOMO energy (alpha / beta), the calculation gives -13.646 / -13.646 eV. The calculation puts the relative energy (zero: lowest compared OMol25 entry of this formula, charge and spin) at 147.85 kJ/mol.

Positions of all 61 atoms, in Å:
1 Tc 0.0090 -0.1668 -0.0458
2 As 4.3666 2.6884 3.2365
3 S 2.7410 4.1067 2.0646
4 S 3.5384 2.4365 5.0513
5 S 1.8702 1.5559 0.1507
6 S 1.2076 3.0448 1.3006
7 N 0.5705 -0.2504 -2.0057
8 N -2.0880 4.1859 -9.2933
9 N -1.9882 -0.4873 0.6655
10 N -0.3473 -2.2615 -0.3434
11 N -1.0043 1.4862 -0.7895
12 N -0.7081 -3.0277 0.6999
13 N -2.2123 -1.3628 1.6572
14 N 0.0180 -1.6972 2.6309
15 N 0.6115 -0.6807 1.9935
16 C 1.8746 -1.0292 -3.6722
17 C 1.6021 -0.2597 2.7952
18 C 0.1605 0.3381 -3.1897
19 C 0.6018 -1.9222 3.8046
20 C -2.6040 2.4051 -6.3533
21 C -1.0792 1.9868 -4.5381
22 C -2.3399 1.8519 -5.1149
23 C -1.2769 1.9454 -2.0634
24 C 0.9426 -0.1874 -4.2485
25 C -0.6855 -4.3153 0.3495
26 C -2.1104 3.4480 -0.6132
27 C -0.3480 3.2825 -6.4339
28 C -0.0851 2.6966 -5.2121
29 C -1.5072 2.3941 0.0687
30 C -1.9891 3.1632 -1.9629
31 C -3.4843 -1.2816 2.0542
32 C -1.6092 3.1287 -7.0112
33 C -3.1529 0.1188 0.3991
34 C -0.1485 -3.0837 -1.3843
35 C -4.1256 -0.3386 1.2725
36 C -1.8791 3.7116 -8.2743
37 C -0.3294 -4.3966 -0.9856
38 C -0.7654 1.3737 -3.2358
39 C 1.6294 -1.0065 3.9611
40 C 1.6104 -1.0349 -2.2993
41 B -1.1751 -2.4250 2.0260
42 H 2.2887 -0.9065 4.7980
43 H 0.2603 -2.7090 4.4451
44 H -1.6091 -3.2327 2.7583
45 H 2.1475 -1.5745 -1.5344
46 H -3.5737 2.2794 -6.8114
47 H 0.8252 0.0481 -5.2874
48 H -3.1038 1.2890 -4.6037
49 H 0.4135 3.8502 -6.9489
50 H 0.8876 2.8139 -4.7604
51 H -2.5736 4.3057 -0.1641
52 H 2.6403 -1.6025 -4.1539
53 H -3.2836 0.8098 -0.4070
54 H -2.3540 3.7395 -2.7921
55 H -3.8636 -1.8824 2.8571
56 H 2.2627 0.5422 2.5187
57 H -0.9325 -5.0903 1.0457
58 H -0.2136 -5.2752 -1.5849
59 H 0.0725 -2.7309 -2.3702
60 H -5.1482 -0.0299 1.3185
61 H -1.4571 2.2518 1.1368

No. 2
Below is a single C12H21N3O5S molecule at a distorted geometry, with properties calculated with the ωB97M-V functional and the def2-TZVPD basis.

The gap between HOMO and LUMO is 9.4 eV. As for the LUMO energy: 0.473 eV. For the HOMO energy, the calculation gives -8.884 eV. The calculation puts the relative energy (zero: lowest compared OMol25 entry of this formula, charge and spin) at 244.12 kJ/mol. The SMILES is CNC(=O)[C@@H](CC(=O)O)NC(=O)[C@@H](CCSC)NC(C)=O.

Positions of all 42 atoms, in Å:
1 S 3.3312 -0.5512 -0.1529
2 O -1.2203 1.5421 2.1931
3 O 0.3046 -0.7177 -3.3414
4 O 1.4613 1.3061 -3.7243
5 O -2.1961 -0.6584 -3.1509
6 O -1.3025 -1.7262 2.2401
7 N 0.7409 -0.6857 2.5446
8 N -3.3716 -0.7379 -1.3107
9 N -1.4529 0.8431 0.0506
10 C -0.3091 -1.3949 2.8639
11 C -0.3810 1.3092 -2.0909
12 C 3.1980 0.5759 1.2405
13 C -0.2921 -1.7989 4.3544
14 C -4.6201 -1.2647 -1.8524
15 C -2.2826 -0.4021 -1.9656
16 C 0.5340 0.5996 -3.1850
17 C 1.8900 1.1936 1.2400
18 C 4.1933 0.5854 -1.3626
19 C -0.7470 0.9403 1.1927
20 C -1.1897 0.2919 -1.2829
21 C 0.6212 0.2093 1.3022
22 H -4.3570 -1.7791 -2.7415
23 H -0.6773 -0.6367 -3.4800
24 H 1.7963 1.8618 2.0424
25 H 0.2705 1.8735 -1.3905
26 H -2.3040 1.4174 0.1372
27 H -4.9913 -1.9648 -1.0109
28 H 0.7376 -1.8809 4.7165
29 H -1.0486 -2.5779 4.6157
30 H 1.9140 1.8146 0.3204
31 H 4.2923 0.0812 -2.3023
32 H -0.7153 -0.9183 4.8963
33 H 5.1392 0.7068 -0.9966
34 H 1.5699 -0.4982 3.1702
35 H 0.6570 -0.6167 0.5591
36 H 3.9866 1.2919 1.1900
37 H -3.4642 -0.4059 -0.3681
38 H -0.5845 -0.5184 -1.1485
39 H 3.5998 1.4982 -1.5196
40 H -5.2355 -0.4362 -2.1306
41 H -0.9667 2.1328 -2.5304
42 H 3.4716 0.0960 2.1684

No. 3
Below is 8 unconnected molecules or ions with the total composition C48H41F7NO3P at a distorted geometry, with properties calculated with the ωB97M-V functional and the def2-TZVPD basis.

The gap between HOMO and LUMO is 7.7 eV. As for the LUMO energy: -1.570 eV. For the HOMO energy, the calculation gives -9.228 eV. The SMILES is NC1=CC(=O)C([PH2]=O)=CC1=O.Fc1ccccc1.Fc1ccccc1.Fc1ccccc1.Fc1ccccc1.Fc1ccccc1.Fc1ccccc1.Fc1ccccc1.

Positions of all 101 atoms, in Å:
1 P 0.9009 6.0430 -0.3209
2 F -2.3061 -1.7634 -0.1159
3 F 4.2792 -1.9590 3.2933
4 F 8.5843 0.2465 0.9339
5 F -0.8302 -1.0961 -6.5524
6 F -8.5828 1.6030 0.5142
7 F 2.1771 4.1207 1.9637
8 F -5.0944 1.0156 6.7786
9 O 1.9508 3.1751 -2.0426
10 O 1.6792 6.8460 -1.4031
11 O -2.8614 2.4266 -1.4974
12 N -2.3137 2.8746 -4.6271
13 C -1.1889 -3.0580 -5.2969
14 C -4.1861 1.2172 4.6138
15 C -1.9221 -2.4404 0.9731
16 C 2.0902 0.0174 2.0997
17 C 7.1010 0.0964 -0.8942
18 C -2.0068 3.2346 -1.9538
19 C -1.1350 -3.8268 3.2304
20 C 1.0668 2.1081 1.4916
21 C -0.0114 3.3175 -3.6228
22 C -6.7474 0.9237 3.5567
23 C -1.4236 -3.7266 0.8405
24 C -2.0321 -1.8367 2.2115
25 C 9.4625 0.4564 -1.2445
26 C -6.5574 0.8908 4.9349
27 C 1.0349 0.7225 1.5299
28 C -2.1694 -1.4904 -3.2135
29 C -1.7313 -0.8902 -4.3847
30 C -1.4212 3.1407 -3.4575
31 C 6.8933 0.1232 -2.2688
32 C -7.7282 0.8556 -0.2045
33 C 3.2187 2.0927 2.5758
34 C 7.2351 -2.9311 1.4394
35 C -1.6178 -3.6593 -4.1180
36 C -1.0225 -4.4223 1.9761
37 C -5.6165 0.6146 -1.3180
38 C -1.6418 -2.5357 3.3487
39 C 5.6681 -4.7667 1.4740
40 C 9.2552 0.4718 -2.6199
41 C 5.1340 -2.7030 2.5706
42 C 2.1553 2.7777 2.0106
43 C 6.3476 -2.1597 2.1827
44 C -5.2784 1.0415 5.4489
45 C -2.1106 -2.8744 -3.0778
46 C -6.5050 1.3881 -0.5772
47 C -5.6564 1.0957 2.7104
48 C 3.1833 0.7020 2.6260
49 C -8.0851 -0.4354 -0.5603
50 C -5.9664 -0.6811 -1.6864
51 C -1.3647 4.4275 -1.0721
52 C 0.0439 4.6211 -1.2572
53 C 7.9700 0.3082 -3.1305
54 C -7.2012 -1.2065 -1.3102
55 C -4.3794 1.2382 3.2368
56 C -1.2483 -1.6787 -5.4165
57 C 6.8939 -4.2325 1.0835
58 C 4.7851 -3.9992 2.2265
59 C 0.8192 3.6470 -2.2846
60 C 8.3837 0.2665 -0.3953
61 H -2.4489 -3.3437 -2.1602
62 H -6.2510 2.4020 -0.2907
63 H 1.7681 5.6093 0.7245
64 H -7.7449 0.8163 3.1439
65 H 8.1915 -2.5178 1.1381
66 H -1.9880 5.0844 -0.3792
67 H 4.0033 0.1546 3.0723
68 H 6.2747 -0.0555 -0.2094
69 H -7.3934 0.7495 5.6097
70 H 0.1834 0.1931 1.1153
71 H -3.1968 1.3348 5.0409
72 H 6.5933 -1.1413 2.4611
73 H 0.5012 3.2442 -4.6420
74 H -9.0464 -0.8299 -0.2526
75 H -0.1393 6.9389 0.1475
76 H -2.4205 -0.8277 2.2839
77 H 0.2478 2.6714 1.0592
78 H -2.5568 -0.8800 -2.4050
79 H 4.0631 2.6444 2.9724
80 H -3.0175 3.6385 -4.6061
81 H -4.6512 1.0246 -1.6087
82 H 3.8304 -4.4004 2.5463
83 H -0.8101 -3.6520 -6.1204
84 H 2.0630 -1.0669 2.1346
85 H 5.8922 0.0000 -2.6676
86 H -1.5690 -4.7374 -4.0098
87 H -0.6237 -5.4267 1.8847
88 H -1.7110 3.1341 -5.4356
89 H 7.8089 0.3250 -4.2035
90 H 5.4021 -5.7797 1.1925
91 H 7.5838 -4.8335 0.5001
92 H -1.3517 -4.1756 -0.1432
93 H -5.2768 -1.2845 -2.2683
94 H -5.7997 1.1185 1.6338
95 H -1.7631 0.1864 -4.5002
96 H -0.8262 -4.3714 4.1167
97 H -7.4739 -2.2151 -1.6010
98 H -3.5322 1.3667 2.5712
99 H -1.7325 -2.0741 4.3260
100 H 10.4544 0.5906 -0.8290
101 H 10.0937 0.6121 -3.2932

no.,calculated total energy (hartree)
1,-5391.13061
2,-1408.49605
3,-3174.43316